# 1
{
  "formula": "C20H26AuF3NPS",
  "method": "ωB97M-V with the def2-TZVPD basis set",
  "elements": ["Au", "F", "C", "F", "F", "C", "C", "C", "C", "N", "C", "S", "H", "H", "H", "C", "C", "C", "C", "P", "C", "C", "C", "C", "C", "C", "C", "C", "C", "C", "H", "H", "H", "H", "H", "H", "H", "H", "H", "H", "H", "H", "H", "H", "H", "H", "H", "H", "H", "H", "H", "H", "H"],
  "xyz": [[0.243, -0.105, 0.056], [2.998, 5.596, 1.603], [2.952, 4.312, 1.185], [3.525, 4.310, -0.029], [3.771, 3.637, 2.005], [1.551, 3.780, 1.178], [0.488, 4.573, 1.542], [-0.801, 4.038, 1.512], [-0.949, 2.724, 1.123], [0.067, 1.945, 0.774], [1.336, 2.433, 0.782], [2.556, 1.388, 0.313], [0.650, 5.594, 1.851], [-1.662, 4.630, 1.779], [-1.928, 2.269, 1.086], [-0.367, -1.229, -3.329], [0.818, -1.948, -2.689], [2.034, -1.019, -2.662], [1.186, -3.215, -3.454], [0.411, -2.184, -0.872], [1.825, -3.160, -0.265], [2.735, -2.455, 0.519], [3.854, -3.083, 1.031], [4.076, -4.422, 0.767], [3.180, -5.127, -0.023], [2.059, -4.505, -0.539], [-1.135, -3.213, -0.530], [-1.457, -4.368, -1.472], [-2.310, -2.233, -0.533], [-0.912, -3.704, 0.900], [-0.098, -0.868, -4.320], [-0.647, -0.369, -2.719], [-1.226, -1.891, -3.428], [2.324, -0.759, -3.677], [2.880, -1.500, -2.172], [1.820, -0.097, -2.124], [1.376, -2.947, -4.493], [0.394, -3.957, -3.434], [2.095, -3.653, -3.047], [2.561, -1.406, 0.714], [4.550, -2.523, 1.637], [4.942, -4.921, 1.175], [3.359, -6.169, -0.236], [1.381, -5.079, -1.153], [-1.645, -4.006, -2.480], [-2.364, -4.858, -1.115], [-0.665, -5.110, -1.499], [-2.418, -1.744, -1.498], [-2.158, -1.466, 0.226], [-3.236, -2.759, -0.305], [-0.159, -4.489, 0.940], [-1.841, -4.087, 1.317], [-0.572, -2.874, 1.524]],
  "e_lumo_ev": 0.50,
  "total_charge": 0,
  "orbital_gap_ev": 7.8,
  "e_homo_ev": -7.333
}

# 2
{
  "formula": "C20H26BiN2O2Si",
  "method": "ωB97M-V with the def2-TZVPD basis set",
  "elements": ["C", "C", "C", "H", "C", "C", "H", "H", "H", "H", "Bi", "C", "H", "H", "H", "Si", "C", "C", "H", "C", "H", "C", "H", "C", "H", "C", "H", "C", "C", "H", "C", "H", "C", "H", "C", "H", "C", "H", "H", "H", "C", "O", "C", "O", "N", "N", "H", "H", "H", "H", "H", "H"],
  "xyz": [[-1.769, -1.103, -0.607], [-0.758, -1.153, -1.574], [-0.244, -2.456, -1.674], [-0.452, -0.318, -2.201], [-0.974, -3.314, -0.772], [-1.955, -2.436, -0.075], [-2.851, -2.818, 0.411], [-2.426, -0.263, -0.388], [0.491, -2.801, -2.399], [-1.055, -4.402, -0.807], [0.039, -2.467, 1.211], [1.995, 0.296, 1.576], [1.338, -0.570, 1.685], [2.005, 0.859, 2.517], [3.017, -0.003, 1.317], [1.227, 2.055, -0.567], [0.775, 3.768, -0.053], [-0.321, 4.314, -0.760], [-0.620, 3.881, -1.713], [-1.084, 5.345, -0.209], [-1.974, 5.712, -0.722], [-0.730, 5.893, 1.027], [-1.360, 6.659, 1.489], [0.418, 5.429, 1.689], [0.701, 5.880, 2.638], [1.177, 4.372, 1.158], [2.041, 3.982, 1.698], [2.291, 1.673, -2.023], [2.403, 2.500, -3.153], [2.126, 3.557, -3.084], [2.816, 1.945, -4.374], [2.878, 2.573, -5.256], [3.125, 0.580, -4.474], [3.374, 0.136, -5.441], [3.098, -0.218, -3.321], [3.365, -1.278, -3.385], [2.705, 0.323, -2.099], [2.659, -0.302, -1.203], [-0.048, 1.477, -1.034], [1.575, 1.128, 0.660], [-2.521, -6.295, 2.951], [-3.097, -4.955, 3.147], [-2.310, -3.992, 2.709], [-1.176, -4.213, 2.188], [-2.863, -2.759, 2.790], [-1.953, -1.625, 2.642], [-3.248, -6.959, 3.407], [-1.553, -6.370, 3.459], [-2.424, -6.513, 1.880], [-3.647, -2.653, 3.436], [-2.445, -0.892, 2.115], [-1.783, -1.209, 3.568]],
  "e_lumo_ev": [-3.34, -3.39],
  "total_charge": 1,
  "orbital_gap_ev": [5.5, 6.0],
  "e_above_lowest_kcal_mol": 30.9,
  "e_homo_ev": [-8.817, -9.413]
}

# 3
{
  "formula": "C20H26BrN6OPbSi",
  "method": "ωB97M-V with the def2-TZVPD basis set",
  "elements": ["Pb", "O", "C", "C", "C", "N", "C", "Br", "C", "H", "H", "H", "H", "C", "C", "N", "C", "C", "N", "C", "N", "N", "N", "C", "C", "C", "C", "C", "C", "H", "H", "H", "H", "H", "H", "H", "H", "H", "H", "H", "C", "Si", "C", "C", "C", "H", "H", "H", "H", "H", "H", "H", "H", "H", "H", "H"],
  "xyz": [[-0.402, 0.400, -0.969], [-1.095, 4.290, 4.061], [-0.778, 3.555, 3.015], [0.152, 3.934, 2.036], [0.386, 3.089, 0.982], [-0.232, 1.898, 0.855], [-1.100, 1.560, 1.815], [-1.874, -0.162, 1.558], [-1.428, 2.315, 2.897], [-0.609, 5.126, 4.103], [0.680, 4.876, 2.099], [1.094, 3.356, 0.207], [-2.172, 2.005, 3.616], [-4.099, 0.203, -1.232], [-3.448, 1.531, -1.372], [-2.156, 1.775, -1.571], [-2.005, 3.155, -1.651], [-3.214, 3.729, -1.491], [-4.115, 2.697, -1.325], [-5.459, 2.851, -0.798], [-5.463, 2.408, 0.581], [-4.311, 2.356, 1.289], [-4.560, 1.909, 2.463], [-5.909, 1.658, 2.567], [-6.670, 1.171, 3.638], [-8.016, 1.023, 3.423], [-8.611, 1.349, 2.181], [-7.882, 1.833, 1.121], [-6.508, 1.975, 1.347], [-3.412, -0.597, -1.509], [-4.958, 0.131, -1.900], [-4.446, 0.038, -0.211], [-1.057, 3.626, -1.851], [-3.520, 4.760, -1.494], [-6.171, 2.253, -1.367], [-5.734, 3.901, -0.887], [-6.213, 0.934, 4.588], [-8.649, 0.656, 4.219], [-9.679, 1.220, 2.068], [-8.354, 2.095, 0.185], [11.116, -4.681, -3.298], [9.560, -5.524, -2.846], [8.810, -4.826, -0.776], [9.426, -7.342, -2.950], [8.173, -4.558, -2.186], [11.989, -5.268, -3.012], [11.186, -3.679, -2.875], [11.137, -4.582, -4.390], [9.791, -5.382, -0.800], [8.181, -5.460, -0.159], [9.073, -3.909, -0.256], [10.344, -7.829, -2.618], [9.290, -7.604, -4.006], [8.575, -7.736, -2.397], [8.162, -3.504, -2.439], [7.187, -4.999, -2.280]],
  "e_lumo_ev": -8.89,
  "total_charge": 3,
  "orbital_gap_ev": 6.0,
  "e_above_lowest_kcal_mol": 8.4,
  "e_homo_ev": -14.884
}

# 4
{
  "formula": "C20H26BrN6OPbSi",
  "method": "ωB97M-V with the def2-TZVPD basis set",
  "elements": ["Pb", "O", "C", "C", "C", "N", "C", "Br", "C", "H", "H", "H", "H", "C", "C", "N", "C", "C", "N", "C", "N", "N", "N", "C", "C", "C", "C", "C", "C", "H", "H", "H", "H", "H", "H", "H", "H", "H", "H", "H", "C", "Si", "C", "C", "C", "H", "H", "H", "H", "H", "H", "H", "H", "H", "H", "H"],
  "xyz": [[0.712, -1.899, 1.744], [1.043, -8.301, 2.170], [1.103, -6.988, 2.183], [2.246, -6.247, 2.516], [2.181, -4.878, 2.484], [1.058, -4.209, 2.150], [-0.019, -4.941, 1.841], [-1.550, -3.895, 1.397], [-0.076, -6.302, 1.838], [1.879, -8.730, 2.402], [3.172, -6.736, 2.788], [3.049, -4.278, 2.729], [-0.972, -6.849, 1.580], [-0.442, -3.340, 5.234], [0.198, -2.006, 5.103], [0.590, -1.416, 3.965], [1.098, -0.163, 4.309], [1.016, -0.018, 5.647], [0.452, -1.183, 6.126], [0.149, -1.397, 7.561], [-0.943, -0.597, 7.975], [-0.747, 0.755, 8.080], [-1.858, 1.322, 8.295], [-2.858, 0.365, 8.303], [-4.233, 0.499, 8.505], [-4.983, -0.654, 8.471], [-4.387, -1.913, 8.253], [-3.030, -2.059, 8.059], [-2.280, -0.883, 8.085], [-0.727, -3.717, 4.256], [-1.349, -3.273, 5.836], [0.230, -4.060, 5.704], [1.473, 0.536, 3.579], [1.269, 0.797, 6.304], [1.042, -1.125, 8.119], [-0.073, -2.449, 7.720], [-4.674, 1.467, 8.692], [-6.051, -0.605, 8.631], [-5.016, -2.793, 8.258], [-2.585, -3.039, 7.941], [-4.161, 8.796, -6.336], [-2.729, 7.713, -6.678], [-1.135, 7.919, -5.007], [-1.910, 7.756, -8.311], [-2.046, 6.689, -5.356], [-4.031, 9.784, -6.781], [-4.359, 8.892, -5.269], [-5.046, 8.348, -6.802], [-1.318, 8.837, -5.631], [-0.085, 7.700, -5.178], [-1.300, 8.275, -3.994], [-1.810, 8.777, -8.680], [-2.545, 7.219, -9.025], [-0.935, 7.269, -8.298], [-2.724, 6.441, -4.547], [-1.465, 5.824, -5.655]],
  "e_lumo_ev": -8.95,
  "total_charge": 3,
  "orbital_gap_ev": 5.5,
  "e_above_lowest_kcal_mol": 13.1,
  "e_homo_ev": -14.406
}

Max |F| / eV Å⁻¹: 0.98; 2.82; 0.22; 0.17
E / a.u.: -2007.35317; -1541.35153; -4236.97799; -4236.97046